Record 1
The following is a quantum chemistry calculation of a 9-piece molecular cluster, C46H106N4O14 overall at a distorted geometry, from the OMol25 dataset.

Calculated values
DFT total energy = -84038.4579 eV
Structure (SMILES) = CC1(C)CCCC(C)(C)N1O.CC1(C)CCCC(C)(C)N1O.CC1(C)CCCC(C)(C)N1O.CC1(C)CCCC(C)(C)N1O.OCCO.OCCO.OCCO.OCCO.OCCO
Largest force on an atom = 2.55 eV Å⁻¹

Element x y z (Å)
O 0.662 -1.019 -1.035
O -1.163 1.766 -4.597
O 1.475 -2.193 8.076
O -1.953 4.841 -1.156
O -1.736 -5.227 4.997
O -0.151 -6.323 -0.987
O 3.338 2.267 5.310
O -2.497 -4.771 -0.740
O 6.161 -1.345 -1.087
O 1.651 -1.064 1.867
O 3.398 -0.256 -0.867
O -6.486 0.173 -4.105
O -3.091 -3.966 1.921
O 4.590 1.056 3.249
N -0.005 1.755 -5.445
N 2.519 -1.972 7.159
N -0.571 4.966 -1.038
N -5.920 -0.706 -3.145
C 2.137 -2.369 5.828
C -0.569 2.689 -0.163
C -0.132 -0.989 0.153
C -8.054 -1.764 -2.769
C 5.006 -2.118 -0.858
C -4.333 1.102 -2.308
C -1.235 1.267 -7.448
C -3.710 -0.571 -4.100
C -6.306 -2.052 -1.070
C -0.402 -0.670 -6.087
C 1.514 4.055 -0.130
C -0.398 7.355 -0.297
C -7.406 0.195 -1.356
C 4.082 -1.258 8.869
C 3.289 -2.098 4.823
C 0.482 -1.690 1.330
C 4.653 -2.606 5.303
C 0.985 -1.479 5.325
C 1.203 1.863 -4.647
C 3.956 -3.707 8.194
C -4.543 -0.358 -2.792
C 4.963 -2.020 6.700
C -0.329 4.554 1.460
C 3.452 1.860 2.992
C 2.486 0.796 -6.601
C -0.094 0.753 -6.521
C 1.483 6.145 -1.475
C 2.435 1.922 -5.580
C -6.889 -1.050 -2.115
C 1.831 -3.906 5.617
C -2.052 -4.388 2.834
C -4.932 -1.600 -0.545
C 3.832 -2.261 7.760
C -2.678 -4.541 4.202
C -0.566 6.712 -2.737
C 2.527 1.950 4.196
C 1.157 3.217 -3.952
C 2.179 5.387 -0.308
C -0.027 6.281 -1.346
C -0.025 4.117 0.026
C -1.479 -4.384 -1.644
C 1.422 0.798 -3.559
C 1.165 0.812 -7.414
C -0.149 -4.923 -1.068
C 3.760 -1.461 -1.523
C -4.010 -1.320 -1.746
H 1.194 1.719 -8.018
H 1.399 -1.355 8.545
H -1.655 2.621 -0.070
H 5.069 -1.288 9.331
H 0.626 -4.489 -1.712
H -4.891 1.243 -1.385
H 0.227 5.443 1.763
H 1.957 3.642 0.782
H 4.844 -3.679 5.368
H 0.895 4.034 -4.625
H -4.573 -2.319 0.193
H -3.257 1.194 -2.145
H -0.098 -6.736 -1.853
H 1.837 5.688 -2.401
H 2.246 -0.782 1.162
H 2.937 -2.174 -1.576
H -2.466 -5.733 -0.836
H -7.825 -2.584 -3.451
H -1.233 0.685 -8.367
H 4.917 -3.867 8.689
H 0.051 -1.843 5.776
H -8.749 -1.012 -3.160
H 5.881 -2.430 7.127
H 1.476 -0.557 -0.783
H -1.801 -5.375 2.444
H 3.961 -1.161 -2.558
H -3.647 -2.243 -2.199
H 0.739 -2.732 1.129
H -1.042 -1.554 -0.069
H -0.477 0.025 0.357
H 5.463 -2.239 4.667
H 4.113 0.358 -1.061
H 1.179 -4.030 4.756
H 3.041 -2.550 3.861
H 2.137 3.438 -3.521
H 4.762 -2.152 0.209
H -0.122 3.735 2.146
H -0.646 -1.255 -6.976
H -0.324 6.070 -3.583
H -1.473 7.332 -0.105
H -6.912 -0.474 -4.678
H -1.672 2.447 -5.051
H -1.889 -5.000 5.916
H 2.205 0.907 4.277
H 1.676 2.611 4.036
H 0.580 0.803 -2.864
H 2.098 6.016 0.583
H 0.148 7.238 0.638
H -1.289 -3.610 2.866
H 3.376 -1.039 4.568
H 5.171 -0.953 6.580
H -0.266 -1.643 2.124
H -3.162 -0.807 -1.284
H 1.329 -4.221 6.536
H 1.189 -0.051 -8.080
H -2.860 -4.229 1.019
H -2.913 -3.621 4.751
H 3.415 0.904 -7.164
H 0.435 -1.058 -5.506
H 3.017 1.416 2.093
H -1.583 -4.738 -2.676
H 3.354 -1.266 9.685
H 2.633 -0.136 -6.045
H 1.545 -0.228 -3.901
H -4.579 1.827 -3.083
H 3.969 -0.259 8.439
H -4.979 -0.674 0.036
H -1.364 4.906 1.491
H -0.124 2.034 0.584
H 3.203 -4.030 8.917
H -6.996 -2.117 -0.230
H 1.865 7.170 -1.489
H -6.123 -3.024 -1.534
H -4.221 -1.157 -4.861
H -0.149 7.687 -3.003
H 3.834 2.845 2.683
H -8.763 -2.261 -2.096
H 5.151 -3.123 -1.248
H -2.772 -1.091 -3.892
H 3.852 -4.420 7.377
H 3.348 1.966 -4.984
H 4.813 1.240 4.174
H 1.686 3.392 -0.982
H 0.043 -4.499 -0.084
H 0.875 -0.412 5.529
H -1.071 2.334 -7.617
H 3.184 3.180 5.565
H 2.377 2.858 -6.145
H -3.638 -5.061 4.096
H -7.332 1.091 -1.975
H -8.433 0.116 -1.000
H -6.765 0.423 -0.502
H -1.293 -0.779 -5.467
H -1.638 6.879 -2.631
H -2.109 4.242 -1.896
H -0.393 2.334 -1.182
H 2.729 -4.516 5.555
H 0.739 -1.498 4.261
H -3.391 0.386 -4.513
H 3.253 5.278 -0.461
H 2.253 1.112 -2.925
H -2.204 1.287 -6.945
H -0.241 8.386 -0.624
H -1.329 -3.309 -1.763
H 6.084 -0.544 -0.558
H 0.450 3.213 -3.121



Record 2
The following is a quantum chemistry calculation of C4H11InNO5P as an isolated structure at a distorted geometry, from the OMol25 dataset.

Calculated values
DFT total energy = -30513.6429 eV
Largest force on an atom = 2.59 eV Å⁻¹

Element x y z (Å)
In -1.292 10.131 -11.056
P -1.850 13.179 -10.682
O -2.075 14.690 -10.711
O -1.108 10.913 -13.870
O -0.571 12.699 -11.385
O -1.817 12.528 -9.316
O -3.045 12.425 -11.291
N -0.054 8.423 -12.908
C -0.499 10.013 -14.780
C -2.114 8.128 -14.310
C -1.189 12.215 -14.417
C -0.654 8.581 -14.248
H -2.355 7.913 -15.345
H -1.066 10.099 -15.714
H -0.043 7.954 -14.913
H -1.401 12.961 -13.657
H 0.942 8.622 -12.934
H -2.328 7.290 -13.640
H -0.238 12.600 -14.801
H -1.956 12.244 -15.192
H -2.689 8.912 -13.807
H -0.136 7.418 -12.764
H 0.559 10.280 -14.863



Record 3
The following is a quantum chemistry calculation of one molecule with the formula C4H6N2O2 at a distorted geometry, from the OMol25 dataset.

Calculated values
DFT total energy = -11315.2164 eV
Structure (SMILES) = [H]/N=C1/NO[C@H]2C[C@@H]2O1
Largest force on an atom = 2.64 eV Å⁻¹

Element x y z (Å)
O -0.265 1.657 0.025
O 0.605 -1.237 -0.260
N 2.662 -0.175 0.340
N 0.996 1.111 -0.527
C -0.690 -0.528 -0.517
C 1.444 -0.184 -0.100
C -0.858 0.491 0.475
C -2.068 -0.420 0.133
H -2.868 -0.215 -0.570
H 1.677 1.785 -0.268
H 2.994 -1.131 0.511
H -0.667 -0.168 -1.594
H -0.583 0.134 1.471
H -2.379 -1.121 0.881



Record 4
The following is a quantum chemistry calculation of one molecule with the formula C5H9NO, from the OMol25 dataset.

Calculated values
DFT total energy = -8867.7838 eV
Structure (SMILES) = C[C@H]1CN(C)C1=O
Largest force on an atom = 0.79 eV Å⁻¹

Element x y z (Å)
O -0.340 1.384 1.739
N -1.128 0.533 -0.356
C -0.108 -0.305 -1.016
C -0.185 0.925 0.637
C 2.196 -0.269 0.253
C 0.965 0.453 -0.225
C -2.258 -0.129 0.262
H 1.226 1.354 -0.781
H 2.818 0.381 0.871
H 1.977 -1.186 0.811
H -1.891 -0.447 1.244
H -3.092 0.558 0.392
H -0.217 -1.357 -0.713
H -2.555 -1.015 -0.301
H 2.764 -0.545 -0.641
H -0.029 -0.254 -2.105



Record 5
The following is a quantum chemistry calculation of a 2-piece molecular cluster, C2H3FN2O overall at a distorted geometry, from the OMol25 dataset.

Calculated values
DFT total energy = -9863.8544 eV
Structure (SMILES) = C1=NN1.O=CF
Largest force on an atom = 2.91 eV Å⁻¹

Element x y z (Å)
F -1.512 -0.424 -1.957
O -1.769 0.727 -0.106
N 1.251 0.580 1.448
N 1.146 -0.754 0.699
C 1.732 0.216 0.206
C -1.765 -0.325 -0.642
H 0.373 1.129 1.402
H 2.212 0.163 -0.769
H -1.668 -1.311 -0.280



Record 6
The following is a quantum chemistry calculation of C12H35CdN3O5 as an isolated structure at a distorted geometry, from the OMol25 dataset.

Calculated values
DFT total energy = -32281.1533 eV
Largest force on an atom = 2.57 eV Å⁻¹

Element x y z (Å)
Cd 6.960 12.948 -8.504
O 6.149 13.358 -6.366
O 13.552 13.187 -5.301
O 8.327 14.257 -7.890
O 5.600 14.641 -9.109
O 7.515 12.345 -10.359
N 4.961 11.954 -8.702
N 7.816 11.242 -7.492
N 10.589 12.620 -7.402
C 5.761 14.434 -5.546
C 2.934 12.175 -10.161
C 6.605 12.264 -5.546
C 7.422 9.844 -5.501
C 10.683 13.645 -5.153
C 5.755 16.045 -9.126
C 11.437 13.370 -6.447
C 4.315 12.716 -9.785
C 12.766 12.630 -6.323
C 6.893 10.991 -6.370
C 14.935 13.134 -5.488
C 4.333 14.232 -9.571
H 5.843 12.034 -4.800
H 4.951 12.571 -10.667
H 12.499 11.604 -6.053
H 8.743 11.511 -7.141
H 4.942 10.984 -9.014
H 11.250 14.372 -4.566
H 7.969 10.390 -8.020
H 5.084 16.509 -8.394
H 15.334 12.118 -5.598
H 10.462 12.765 -4.544
H 6.771 16.239 -8.795
H 4.319 11.939 -7.904
H 11.565 14.355 -6.921
H 8.358 10.159 -5.028
H 9.748 13.212 -7.542
H 2.154 12.478 -9.455
H 5.560 16.516 -10.091
H 5.378 15.277 -6.113
H 7.442 12.737 -11.222
H 2.961 11.088 -10.195
H 2.679 12.573 -11.146
H 5.915 10.696 -6.755
H 7.562 12.558 -5.099
H 4.978 14.158 -4.826
H 8.989 14.936 -7.860
H 7.673 8.990 -6.127
H 6.751 9.544 -4.693
H 15.187 13.663 -6.421
H 9.725 14.143 -5.326
H 3.511 14.447 -8.868
H 11.057 12.686 -8.304
H 4.099 14.689 -10.537
H 15.488 13.626 -4.692
H 6.620 14.729 -4.932
H 13.234 12.652 -7.311